Entry 1:
{
  "formula": "C28H42CoNO3",
  "method": "ωB97M-V/def2-TZVPD",
  "elements": ["Co", "C", "C", "C", "C", "C", "C", "C", "N", "C", "C", "C", "C", "C", "C", "O", "C", "C", "C", "C", "C", "C", "C", "C", "C", "O", "C", "C", "C", "C", "C", "C", "H", "H", "H", "H", "H", "H", "H", "H", "H", "H", "H", "H", "H", "H", "H", "H", "H", "H", "H", "H", "H", "H", "H", "H", "H", "H", "H", "H", "H", "H", "H", "H", "H", "H", "H", "H", "H", "H", "H", "H", "O", "H", "H"],
  "coordinates": [[0.038, 2.707, 0.221], [-0.710, -3.604, -2.561], [-1.123, -2.485, -3.518], [-2.587, -2.716, -3.942], [-0.236, -2.573, -4.773], [-1.013, -1.110, -2.904], [-0.586, -0.890, -1.587], [-0.519, 0.403, -1.089], [-0.106, 0.886, 0.130], [0.313, 0.228, 1.263], [0.107, -1.074, 1.697], [0.624, -1.487, 2.932], [1.363, -0.569, 3.696], [1.567, 0.750, 3.338], [0.950, 1.188, 2.140], [0.892, 2.410, 1.713], [2.420, 1.709, 4.145], [3.553, 2.246, 3.259], [3.034, 1.041, 5.377], [1.515, 2.869, 4.587], [0.441, -2.880, 3.482], [-0.445, -3.765, 2.604], [-0.189, -2.786, 4.886], [1.823, -3.551, 3.618], [-0.868, 1.529, -1.929], [-0.661, 2.674, -1.352], [-1.320, 1.315, -3.250], [-1.377, -0.004, -3.682], [-1.698, 2.441, -4.188], [-0.801, 2.378, -5.434], [-1.570, 3.817, -3.550], [-3.168, 2.225, -4.611], [-0.830, -4.560, -3.062], [-1.339, -3.617, -1.673], [0.335, -3.509, -2.274], [-2.686, -3.726, -4.330], [-2.902, -2.031, -4.723], [-3.256, -2.605, -3.093], [-0.333, -3.565, -5.208], [0.807, -2.410, -4.515], [-0.523, -1.849, -5.530], [-0.291, -1.720, -0.966], [-0.503, -1.747, 1.116], [1.788, -0.923, 4.618], [4.164, 1.426, 2.888], [4.193, 2.911, 3.832], [3.152, 2.800, 2.413], [3.689, 0.218, 5.099], [2.263, 0.681, 6.054], [3.635, 1.767, 5.917], [1.149, 3.422, 3.725], [2.084, 3.549, 5.216], [0.666, 2.496, 5.153], [-1.446, -3.347, 2.516], [-0.535, -4.745, 3.065], [-0.013, -3.905, 1.615], [-1.149, -2.278, 4.841], [0.447, -2.261, 5.594], [-0.344, -3.791, 5.269], [2.315, -3.605, 2.651], [1.696, -4.562, 3.999], [2.464, -3.010, 4.309], [-1.713, -0.197, -4.688], [0.246, 2.471, -5.156], [-1.051, 3.195, -6.106], [-0.931, 1.446, -5.975], [-0.537, 4.014, -3.269], [-2.205, 3.900, -2.670], [-1.873, 4.583, -4.259], [-3.300, 1.285, -5.136], [-3.460, 3.031, -5.280], [-3.826, 2.235, -3.746], [0.084, 4.694, 0.340], [0.483, 5.226, 1.041], [-0.276, 5.292, -0.328]],
  "forces_ev_per_a": [[-0.5, -1.2, 0.5], [-0.1, 0.2, -0.1], [0.0, -0.3, 0.0], [0.0, 0.2, 0.2], [0.1, 0.2, 0.1], [0.1, -0.5, 0.4], [0.3, 0.4, 0.9], [-0.3, -0.7, -1.0], [-0.2, 0.3, 0.0], [0.1, -0.7, 1.1], [-0.3, 0.7, -1.0], [-0.2, -0.4, 0.0], [0.5, 1.1, 0.1], [0.4, -0.3, 0.7], [-0.3, -1.4, -0.3], [1.4, 1.1, 1.7], [-0.1, 0.2, 0.2], [-0.2, -0.2, -0.1], [-0.2, 0.1, -0.2], [0.1, 0.0, 0.0], [-0.1, -0.3, 0.0], [0.1, 0.2, 0.1], [-0.1, 0.1, -0.1], [0.0, 0.3, -0.2], [0.1, -1.5, -0.1], [-0.6, 1.5, -2.1], [-0.1, -0.2, -0.4], [-0.1, 1.5, -0.1], [-0.4, -0.1, -0.5], [0.0, 0.0, 0.2], [0.1, 0.2, -0.1], [0.3, 0.2, 0.1], [0.0, -0.1, 0.0], [0.0, 0.0, 0.2], [0.1, 0.0, 0.1], [0.0, -0.1, 0.0], [-0.1, 0.1, -0.1], [-0.1, 0.0, 0.1], [0.0, -0.1, 0.0], [0.2, 0.0, 0.0], [0.0, 0.1, -0.1], [0.0, -0.1, 0.0], [0.1, -0.1, 0.0], [0.1, 0.0, 0.1], [0.1, 0.0, -0.1], [0.0, 0.1, 0.1], [0.1, 0.1, -0.1], [0.1, -0.1, 0.0], [0.0, -0.1, 0.1], [0.0, 0.1, 0.0], [0.0, 0.1, 0.1], [0.0, 0.1, 0.1], [-0.1, 0.0, 0.1], [-0.1, 0.0, -0.1], [0.0, 0.0, 0.0], [0.0, 0.0, -0.2], [-0.1, 0.0, 0.1], [0.1, 0.0, 0.1], [0.0, -0.1, 0.0], [0.1, -0.1, -0.1], [-0.1, -0.1, 0.0], [0.1, 0.0, 0.1], [0.0, 0.1, -0.1], [0.2, 0.0, 0.0], [0.0, 0.1, -0.1], [0.0, -0.1, -0.1], [0.0, 0.1, 0.0], [-0.1, 0.1, 0.0], [-0.1, 0.0, -0.1], [0.0, -0.1, -0.1], [-0.1, 0.1, -0.1], [-0.1, 0.0, 0.1], [0.0, -0.3, -0.1], [0.0, -0.1, 0.1], [0.0, -0.1, -0.1]],
  "energy_ha": -2754.77330,
  "orbital_gap_ev": [6.1, 5.3],
  "spin_multiplicity": 5,
  "charge": 2,
  "homo_energy_ev": [-14.28, -14.88]
}


Entry 2:
{
  "formula": "C28H42F12MnO21P2",
  "method": "ωB97M-V/def2-TZVPD",
  "elements": ["Mn", "P", "F", "F", "F", "F", "F", "F", "P", "F", "F", "F", "F", "F", "F", "C", "C", "C", "O", "C", "O", "O", "H", "H", "H", "H", "H", "H", "C", "C", "C", "O", "C", "O", "O", "H", "H", "H", "H", "H", "H", "C", "C", "C", "O", "C", "O", "O", "H", "H", "H", "H", "H", "H", "C", "C", "C", "O", "C", "O", "O", "H", "H", "H", "H", "H", "H", "C", "C", "C", "O", "C", "O", "O", "H", "H", "H", "H", "H", "H", "C", "C", "C", "O", "C", "O", "O", "H", "H", "H", "H", "H", "H", "C", "C", "C", "O", "C", "O", "O", "H", "H", "H", "H", "H", "H"],
  "coordinates": [[0.371, 0.666, -5.491], [0.789, 0.365, -0.882], [0.935, -0.813, -1.992], [1.672, 1.281, -1.918], [-0.585, 0.417, -1.795], [0.390, 1.773, 0.019], [0.084, -0.645, 0.117], [2.106, 0.133, 0.083], [3.784, 1.988, -8.882], [3.974, 3.032, -10.069], [3.677, 0.850, -10.011], [5.363, 1.736, -8.800], [3.747, 0.924, -7.667], [3.671, 3.073, -7.706], [2.086, 2.031, -8.695], [-4.277, 4.243, 4.142], [-5.273, 3.169, 3.923], [-4.605, 1.814, 4.324], [-4.954, 1.573, 5.577], [-5.901, 2.400, 5.921], [-6.319, 2.419, 7.083], [-6.251, 3.148, 4.938], [-4.792, 5.169, 4.398], [-3.570, 4.446, 3.338], [-3.765, 4.037, 5.083], [-5.821, 3.274, 2.986], [-3.523, 1.783, 4.196], [-5.118, 1.141, 3.636], [-9.239, -2.969, -6.886], [-7.847, -3.495, -6.969], [-7.374, -3.851, -8.371], [-6.095, -3.247, -8.340], [-5.949, -2.418, -7.309], [-5.004, -1.632, -7.279], [-7.009, -2.363, -6.572], [-9.838, -3.769, -7.321], [-9.274, -2.145, -7.599], [-9.685, -2.726, -5.921], [-7.547, -4.233, -6.226], [-8.047, -3.402, -9.101], [-7.262, -4.914, -8.584], [5.880, -8.673, -6.652], [4.410, -8.354, -6.454], [3.933, -8.180, -4.973], [2.828, -7.314, -5.207], [2.986, -6.639, -6.394], [2.430, -5.571, -6.640], [4.047, -7.159, -7.031], [5.962, -8.606, -7.737], [6.251, -9.635, -6.300], [6.443, -7.854, -6.204], [3.878, -9.159, -6.960], [4.658, -7.684, -4.326], [3.598, -9.148, -4.601], [1.221, -7.259, 3.155], [0.380, -8.620, 3.344], [-0.986, -8.249, 3.273], [-1.549, -9.301, 2.424], [-0.623, -10.115, 1.945], [-0.854, -11.084, 1.222], [0.554, -9.592, 2.243], [1.993, -7.208, 2.388], [1.647, -6.881, 4.085], [0.679, -6.452, 2.663], [0.658, -9.018, 4.320], [-1.162, -7.217, 2.969], [-1.400, -8.565, 4.230], [4.595, 6.078, 2.422], [4.248, 5.937, 3.932], [5.305, 5.276, 4.777], [5.316, 6.205, 5.935], [4.420, 7.280, 5.781], [4.146, 8.147, 6.669], [4.022, 7.233, 4.505], [3.968, 6.824, 1.935], [4.541, 5.081, 1.985], [5.608, 6.472, 2.340], [3.339, 5.354, 4.081], [6.274, 5.284, 4.278], [5.167, 4.235, 5.068], [-2.025, 9.452, -1.163], [-3.209, 8.879, -1.902], [-3.387, 9.488, -3.300], [-2.585, 8.588, -4.015], [-2.493, 7.444, -3.332], [-1.877, 6.545, -3.871], [-3.106, 7.498, -2.160], [-1.942, 9.169, -0.113], [-2.123, 10.537, -1.144], [-1.083, 9.181, -1.638], [-4.139, 9.086, -1.372], [-3.198, 10.558, -3.385], [-4.386, 9.423, -3.730], [3.931, -0.596, 8.620], [3.810, 0.593, 9.522], [2.685, 0.447, 10.601], [3.367, 0.970, 11.678], [4.802, 1.166, 11.373], [5.639, 1.695, 12.079], [5.065, 0.557, 10.212], [4.548, -1.443, 8.922], [4.158, -0.418, 7.569], [2.937, -1.042, 8.587], [3.746, 1.580, 9.066], [2.440, -0.607, 10.731], [1.886, 1.125, 10.298]],
  "forces_ev_per_a": [[1.0, 0.2, 0.5], [0.1, 0.8, 1.7], [3.4, -2.4, 0.0], [-0.6, 0.3, 0.1], [-1.9, 3.2, 0.5], [0.2, -2.4, -1.8], [-1.0, 0.2, 0.1], [-0.4, 0.4, -1.9], [0.3, -0.9, 0.2], [-0.9, 0.7, 0.9], [-0.9, -0.3, 0.5], [0.5, 1.1, -0.1], [-1.0, -2.2, 1.1], [1.4, 1.6, -0.3], [-0.3, -0.4, -1.4], [-0.1, 1.7, 1.1], [1.3, -1.0, 0.3], [0.4, 0.0, -5.7], [0.8, -1.4, 2.5], [-1.4, -0.4, 6.1], [0.3, 0.3, -2.9], [-2.1, 2.5, -0.7], [-0.1, 0.3, -0.4], [-0.1, -0.4, 0.0], [0.5, -0.2, -0.1], [0.3, -0.6, -0.1], [-0.1, 0.1, -0.1], [0.5, -1.0, 0.0], [-0.8, -1.0, -1.0], [-0.1, 0.5, 1.8], [-0.2, 0.2, 0.9], [0.8, -0.9, -1.2], [2.9, 3.5, -1.9], [-1.3, -1.8, 0.7], [-0.7, -0.6, 0.6], [-0.5, 0.0, 0.0], [-0.3, 0.2, 0.3], [0.6, 0.1, 0.0], [-0.6, -0.5, -0.2], [0.3, 0.2, -0.3], [-0.1, 0.1, 0.2], [-0.3, 1.3, -0.5], [0.8, -2.5, 2.1], [-0.1, -0.5, -2.1], [-1.0, 0.5, -0.2], [0.0, 2.9, 1.7], [1.0, -3.2, 0.0], [-0.6, 1.6, -1.5], [0.7, -0.2, 0.0], [-0.5, 0.1, 0.1], [0.4, -0.1, -0.1], [-0.5, -0.1, 0.2], [0.0, -0.1, 0.0], [0.0, 0.3, 0.3], [0.3, -0.5, -0.8], [4.8, 1.9, -1.4], [-3.5, -2.0, 0.7], [-2.0, 0.9, 0.2], [-0.9, -1.4, -2.6], [0.8, 2.3, 2.1], [2.0, 0.4, 1.4], [0.7, -1.3, 0.3], [-0.1, -0.2, 0.0], [-1.1, 0.0, 0.7], [0.2, -0.6, -0.4], [-0.6, -0.5, -0.3], [-0.7, 1.2, 0.2], [0.1, 0.2, 1.5], [-0.6, -0.4, -1.5], [0.8, 1.8, 0.8], [-0.6, 0.0, 0.6], [0.8, 1.5, 2.8], [1.3, -4.2, -4.4], [-0.7, 0.6, 0.3], [-0.3, -0.4, 0.0], [-0.1, 0.2, -0.3], [0.1, -0.2, 0.0], [-0.4, 0.2, -0.3], [0.2, 0.4, 0.2], [-0.6, 0.3, 0.4], [0.4, 0.2, 0.3], [-1.8, 2.3, 0.7], [-0.9, -0.2, 0.5], [0.5, 1.0, -0.9], [2.1, -2.0, -3.0], [-1.2, 0.3, 1.8], [0.4, -0.5, 0.1], [-0.3, -0.4, -0.1], [0.1, 0.1, -0.2], [0.0, 0.1, -0.1], [0.1, -0.4, 0.4], [1.1, -0.2, 0.0], [-0.4, -0.4, 0.4], [-1.8, -0.9, -1.8], [0.4, -1.6, -0.8], [2.1, 0.4, -1.9], [3.0, 1.5, 1.8], [0.6, 0.1, 2.2], [-2.8, -1.2, -1.3], [-0.9, 1.3, 1.2], [0.3, 0.6, 0.6], [0.3, 0.4, 0.1], [-0.3, -0.2, -0.3], [-0.2, -0.2, -0.4], [-0.4, 0.1, 0.2], [-0.4, -0.5, 0.3]],
  "energy_ha": -5704.26333,
  "orbital_gap_ev": [2.2, 2.5],
  "spin_multiplicity": 6,
  "homo_energy_ev": [-10.63, -10.63]
}